No. 1
Below is a structure of composition C41H42CsF6NO8S2Sb2, with properties calculated with the ωB97M-V functional and the def2-TZVPD basis.

Calculated values
E_tot	-4140.5889	Eh
max |F|	0.0170	Eh/bohr

```
! wB97M-V def2-TZVPD RIJCOSX def2/J DEFGRID3
* xyz -2 1
H -0.99 -6.18 0.39
H 4.95 -0.04 -4.56
C -1.05 2.62 7.15
C -0.45 0.53 2.21
O -3.30 -1.30 -1.33
C 6.34 2.44 0.21
Cs -0.67 -1.59 -1.92
H 4.44 2.31 -0.76
H 7.34 0.52 2.82
H 5.06 -0.35 2.53
Sb -2.40 0.17 3.04
H -0.56 3.54 -1.95
N -1.74 -4.21 0.53
O -0.70 -2.43 1.44
C 1.73 2.09 0.09
C 5.41 0.44 1.88
H -5.36 4.51 2.74
H -4.10 -1.01 -4.61
F -5.97 0.16 -3.18
C -4.06 -1.20 -2.42
H 4.37 -2.76 -7.81
H -2.67 -1.89 -4.05
C -4.13 2.75 2.80
H -2.23 -0.38 6.14
O 0.06 -2.15 -4.61
H -3.76 -4.02 0.07
C 6.70 0.93 2.05
C -1.04 3.27 5.93
H -2.76 -0.15 -3.84
O 3.82 0.58 -2.63
C 0.19 3.46 -1.18
O 0.85 -4.39 -5.20
C -1.68 -5.51 -0.12
C -4.99 0.05 -2.25
C -3.77 3.14 0.08
S 1.03 -3.22 -4.35
H -0.69 4.30 5.86
H 2.43 -3.72 -6.61
C 4.79 -1.32 -6.27
H 0.12 5.55 -0.68
H -2.67 -5.95 -0.10
H 5.63 -0.88 -6.79
H -2.92 -2.54 0.50
S 3.16 -0.72 -2.65
C 0.65 -0.07 3.09
Sb 2.57 0.17 0.66
H -5.02 4.86 0.31
C 2.10 3.23 0.80
C 3.33 -1.39 -4.33
C -3.36 -1.07 -3.81
H 6.71 3.21 -0.45
H -4.28 2.61 3.86
F -5.82 -2.52 -3.56
H 1.46 -3.29 0.52
C -3.16 2.06 0.71
O 1.73 -0.59 -2.44
C -1.48 1.30 7.22
H 0.64 -1.15 2.95
H 0.98 -4.91 1.08
C 3.00 -2.91 -6.17
C 2.59 -2.44 -4.92
H -3.39 -3.69 1.79
H -0.34 1.61 2.11
C -4.55 4.02 0.81
H -3.63 3.28 -0.98
H 2.86 3.16 1.57
F -4.20 -3.57 -2.58
F -5.75 -2.62 -1.40
C 5.06 1.95 0.05
C -1.90 1.29 4.84
C -4.97 -2.47 -2.49
H 1.85 5.34 1.09
C 0.71 -4.08 0.43
H -0.71 3.13 8.05
H 2.12 1.54 3.00
C 4.08 -2.37 -6.84
H -1.49 0.78 8.18
O 1.21 -3.55 -2.94
C -1.90 0.65 6.07
C -1.46 2.61 4.78
H -1.44 3.13 3.83
H 0.44 0.13 4.15
H -2.58 1.37 0.12
F -4.25 1.18 -2.36
C 4.56 0.95 0.90
C -3.33 1.86 2.08
C 2.05 0.47 2.77
H 2.80 -0.05 3.37
C -4.74 3.82 2.17
C 0.58 4.59 -0.47
H -1.37 -5.43 -1.17
H -0.42 0.10 1.21
C 4.41 -0.85 -5.03
O 3.82 -1.70 -1.81
F -5.59 0.10 -1.06
C -3.04 -3.58 0.76
H 0.70 -4.43 -0.61
C -0.63 -3.51 0.85
C 0.76 2.22 -0.90
C 7.17 1.94 1.22
C 1.54 4.47 0.52
H 0.41 1.38 -1.49
H 8.17 2.32 1.34
*
```

No. 2
Below is a structure of composition C41H42P2Pt in a non-equilibrium geometry, with properties calculated with the ωB97M-V functional and the def2-TZVPD basis.

Calculated values
E_tot	-2389.1617	Eh
max |F|	0.0601	Eh/bohr

```
! wB97M-V def2-TZVPD RIJCOSX def2/J DEFGRID3
* xyz 0 3
H 5.29 -0.81 0.89
P -0.90 1.63 -1.96
C 3.72 1.56 -3.26
C -4.78 0.76 -1.04
H 4.51 5.35 -3.03
H -2.38 -0.20 2.45
C -2.48 0.66 -1.75
H 4.23 0.44 -1.00
H -1.19 -0.75 6.58
C -2.15 -3.90 2.60
H 0.41 -5.36 1.94
H 0.43 4.16 -6.12
H -3.23 -3.74 2.86
C -0.20 3.16 -4.31
C 1.22 -3.62 3.04
H 0.82 3.07 -3.94
C 2.17 -0.56 2.19
H -1.17 -3.66 5.30
H -1.43 3.43 0.87
H 0.87 0.55 6.13
H -0.31 -0.18 -3.70
H 1.50 -0.87 3.00
C 4.94 3.50 -4.05
C -1.70 3.83 -6.11
H -2.28 -2.68 0.91
C -1.49 -4.89 3.55
H 1.63 -4.40 1.16
C 0.74 -4.33 1.80
C -3.53 1.35 -1.12
H 0.67 -0.62 0.64
C 4.30 4.29 -3.10
H -5.59 1.31 -0.58
H 1.36 -3.33 5.11
C 1.27 0.26 -2.24
C 3.37 3.72 -2.23
C 0.06 0.36 -2.82
C 3.51 -0.83 2.12
H 3.94 -1.48 2.88
C -1.27 2.60 -3.58
H -0.36 -4.16 -0.05
P 1.58 1.71 -1.17
H -2.30 2.03 1.57
H -1.84 -1.20 -2.69
C -4.99 -0.52 -1.56
C 4.67 2.13 -4.12
H -1.01 -5.78 3.09
C -0.41 3.76 -5.56
C 0.72 -3.70 4.29
C 1.58 0.04 1.02
H -2.37 -5.27 4.12
H 0.12 -2.61 0.66
H -3.34 2.35 -0.73
C 0.19 0.33 5.29
H -2.75 -1.21 4.70
H 2.88 4.32 -1.45
C -1.83 -0.67 4.48
H 2.15 -3.04 2.85
C 4.27 -0.44 1.01
H 5.19 1.49 -4.85
H 5.65 3.95 -4.75
H 2.04 -0.48 -2.44
C -0.95 -0.43 5.54
C 3.73 0.35 -0.03
C -2.77 3.26 -5.41
C -2.66 -0.65 -2.23
H -3.39 2.11 -3.69
H -4.08 -2.22 -2.54
C -3.93 -1.22 -2.14
H 3.55 0.48 -3.36
C -0.41 0.57 2.87
C -1.34 2.56 1.52
H -1.86 4.29 -7.08
Pt -0.01 1.37 0.67
H -3.77 3.27 -5.84
C -1.67 -3.45 1.41
H -5.97 -0.97 -1.51
C 3.04 2.36 -2.32
C -1.58 -0.11 3.18
H 1.27 1.53 3.85
H -1.08 2.91 2.53
H -0.33 -5.18 5.31
C -2.55 2.63 -4.17
C 2.45 0.82 0.13
C -0.27 -3.61 0.90
C -0.57 -4.32 4.66
C 0.41 0.87 3.98
*
```

What is the formula in the second record?
C41H42P2Pt